This record from OMol25 describes a cluster of 2 separate species, C5H11NO in total. The level of theory is ωB97M-V/def2-TZVPD.

As for the charge: 0.

Positions of all 18 atoms, in Å:
C 2.05 -0.27 -1.69
C 1.52 -0.52 -0.29
C 1.14 0.54 0.67
N 0.16 -0.06 -0.02
C -1.06 -0.22 -0.41
C -2.14 0.71 0.05
O -2.80 0.29 1.23
H 1.71 -1.04 -2.40
H 3.14 -0.30 -1.67
H 1.74 0.71 -2.05
H 1.76 -1.51 0.12
H 1.32 1.61 0.67
H 0.01 -0.51 2.55
H -1.28 -1.10 -1.01
H -0.53 -0.91 2.87
H -1.71 1.72 0.18
H -2.92 0.78 -0.71
H -2.12 0.09 1.89

These are the Löwdin partial charges, in e, on atoms 1 to 8:
1. C -0.06
2. C -0.28
3. C -0.06
4. N -0.12
5. C -0.06
6. C -0.25
7. O -0.08
8. H 0.07

This record from OMol25 describes the molecule ClH3N2O2S in a non-equilibrium geometry. The level of theory is ωB97M-V/def2-TZVPD.

As for the charge: 0. As for the SMILES: NNS(=O)(=O)Cl.

Positions of all 9 atoms, in Å:
N -0.75 -1.27 -0.17
N -0.56 -0.11 -0.86
O 0.76 2.25 -0.36
O -0.29 1.21 1.55
S 0.38 1.07 0.31
Cl 2.17 -0.03 0.60
H -0.04 -1.75 0.16
H -1.46 -1.12 0.59
H -0.20 -0.25 -1.83

These are the Löwdin partial charges, in e, on atoms 1 to 8:
1. N -0.06
2. N -0.18
3. O -0.34
4. O -0.32
5. S 0.38
6. Cl 0.29
7. H -0.01
8. H 0.12

This record from OMol25 describes a structure of composition C43H47BiBrN13O2S2 in a non-equilibrium geometry. The level of theory is ωB97M-V/def2-TZVPD.

As for the charge: +2.

Positions of all 109 atoms, in Å:
Bi 0.85 0.75 1.19
C 6.64 1.13 1.80
C 5.27 1.10 1.15
N 4.19 1.38 1.75
N 4.30 1.55 3.13
C 3.28 2.03 3.84
N 3.57 2.18 5.16
S 1.84 2.52 3.14
C 5.21 0.87 -0.33
C 6.10 -0.02 -0.95
C 5.87 -0.26 -2.30
C 4.90 0.40 -2.94
C 4.17 1.40 -2.25
N 4.28 1.58 -0.96
H 6.83 0.28 2.47
H 6.82 2.05 2.35
H 7.44 1.05 1.12
H 5.17 1.23 3.59
H 4.46 1.89 5.59
H 2.76 2.19 5.77
H 6.92 -0.53 -0.41
H 6.46 -1.02 -2.83
H 4.60 0.19 -3.94
H 3.54 2.02 -2.79
N 1.03 -0.83 5.47
C 0.57 -0.55 4.24
S 1.53 -1.16 2.90
N -0.57 0.08 4.04
N -0.92 0.28 2.74
C -2.20 0.23 2.48
C -3.18 0.06 3.57
C -3.31 1.10 4.47
C -4.22 0.99 5.53
C -4.94 -0.20 5.69
C -4.67 -1.24 4.87
C -3.84 -1.13 3.76
C -2.54 0.18 1.06
C -3.86 0.22 0.63
C -4.18 0.03 -0.74
C -3.19 -0.36 -1.61
C -1.91 -0.34 -1.08
N -1.57 -0.01 0.17
H 1.79 -1.45 5.54
H 0.48 -0.54 6.27
H -2.86 2.03 4.30
H -4.38 1.81 6.22
H -5.65 -0.37 6.46
H -5.27 -2.19 4.94
H -3.86 -1.94 3.05
H -4.68 0.53 1.28
H -5.23 0.08 -0.99
H -3.40 -0.54 -2.66
H -1.01 -0.47 -1.66
C -1.26 2.14 -4.56
N -0.78 2.20 -3.14
C -1.37 3.30 -2.40
C 0.22 1.50 -2.70
C 0.69 0.39 -3.58
O 0.65 1.61 -1.54
H -2.06 2.82 -4.66
H -1.51 1.09 -4.90
H -0.43 2.46 -5.22
H -2.43 3.08 -2.25
H -1.23 4.21 -3.00
H -0.87 3.41 -1.49
H -0.19 -0.18 -3.92
H 1.43 -0.24 -3.08
H 1.09 0.80 -4.53
Br -2.29 3.70 2.03
C -0.80 4.24 0.96
C -0.79 5.56 0.54
C 0.35 6.04 -0.14
C 1.40 5.14 -0.34
C 1.29 3.84 0.13
N 0.17 3.37 0.76
H -1.64 6.23 0.68
H 0.34 7.06 -0.47
H 2.29 5.42 -0.91
H 2.12 3.16 0.05
C -5.23 -2.58 -4.61
C -4.10 -3.15 -3.81
C -2.86 -3.34 -4.33
C -1.82 -3.80 -3.53
C -2.06 -4.08 -2.21
N -0.97 -4.68 -1.49
C -0.89 -4.92 -0.17
O -1.80 -5.12 0.61
N 0.48 -4.98 0.25
C 1.25 -3.79 -0.07
C 2.53 -3.90 -0.61
C 3.23 -2.72 -0.89
C 2.59 -1.48 -0.69
N 1.35 -1.36 -0.21
C 0.72 -2.51 0.13
C -3.33 -3.88 -1.67
C -4.33 -3.43 -2.45
H -4.94 -2.04 -5.50
H -5.75 -1.84 -3.99
H -5.95 -3.36 -4.91
H -2.78 -3.19 -5.41
H -0.83 -3.99 -3.94
H -0.13 -4.88 -2.01
H 0.57 -5.36 1.17
H 3.00 -4.93 -0.89
H 4.28 -2.75 -1.21
H 3.10 -0.55 -0.93
H -0.26 -2.44 0.48
H -3.48 -4.22 -0.67
H -5.33 -3.31 -2.04

These are the Löwdin partial charges, in e, on atoms 1 to 8:
1. Bi 1.60
2. C -0.01
3. C -0.24
4. N 0.09
5. N -0.01
6. C -0.83
7. N 0.12
8. S 0.63

This record from OMol25 describes a cluster of 2 separate species, C2H6N2 in total in a non-equilibrium geometry. The level of theory is ωB97M-V/def2-TZVPD.

As for the charge: 0. As for the SMILES: C=N.C=N.

Positions of all 10 atoms, in Å:
C -5.06 -2.20 2.52
N -4.88 -2.02 3.84
H -4.21 -1.67 2.02
H -5.81 -2.80 2.16
H -4.15 -1.28 3.93
C 4.80 1.82 -3.16
N 5.31 2.79 -2.57
H 5.10 1.59 -4.25
H 4.23 0.80 -2.71
H 4.67 2.97 -1.76

These are the Löwdin partial charges, in e, on atoms 1 to 8:
1. C -0.09
2. N -0.02
3. H 0.07
4. H 0.01
5. H 0.02
6. C -0.23
7. N -0.01
8. H 0.07

This record from OMol25 describes a cluster of 2 separate species, C4H6N2 in total in a non-equilibrium geometry. The level of theory is ωB97M-V/def2-TZVPD.

As for the charge: 0.

Positions of all 12 atoms, in Å:
C -1.02 1.06 -0.49
C -0.50 -0.17 -0.06
N 0.22 -1.22 -0.67
C 0.75 -0.64 0.58
C 1.89 0.26 0.53
N 2.81 0.96 0.51
H -1.48 1.12 -1.47
H -1.71 -0.09 0.31
H -0.87 1.94 0.11
H -1.48 -1.06 0.72
H 0.68 -0.86 -1.50
H 0.71 -1.30 1.43

These are the Löwdin partial charges, in e, on atoms 1 to 8:
1. C -0.04
2. C -0.55
3. N 0.11
4. C -0.23
5. C -0.16
6. N 0.16
7. H 0.06
8. H 0.14

This record from OMol25 describes a structure of composition C45H48AsF3LuN7O2S6Te in a non-equilibrium geometry. The level of theory is ωB97M-V/def2-TZVPD.

As for the charge: -2.

Positions of all 114 atoms, in Å:
Lu -0.58 -0.40 0.60
N 1.18 1.72 0.65
C 2.52 1.79 1.27
C 3.55 0.68 0.92
N 3.20 -0.70 1.22
H 1.22 2.13 -0.29
H 0.56 2.33 1.18
H 2.45 1.89 2.37
H 3.02 2.73 0.98
H 4.47 1.00 1.48
H 3.87 0.77 -0.14
H 2.94 -0.75 2.20
H 4.04 -1.27 1.12
S -1.29 4.90 2.09
As -2.92 3.50 2.61
S -2.84 -0.03 2.17
S -2.39 1.59 1.01
S -4.68 4.29 1.62
F -2.83 -0.99 -4.66
C -3.93 -1.33 -3.90
F -4.70 -2.12 -4.72
F -4.64 -0.18 -3.71
C -3.56 -2.04 -2.62
C -4.07 -3.32 -2.38
C -3.65 -3.96 -1.23
C -2.71 -3.32 -0.41
N -2.23 -2.09 -0.63
C -2.65 -1.40 -1.70
S -2.15 0.21 -1.83
H -4.76 -3.77 -3.10
H -4.03 -4.94 -0.95
H -2.31 -3.84 0.45
C 1.33 1.93 7.05
N 0.59 1.82 5.81
N 0.40 0.62 5.09
C 0.25 0.97 3.75
O 0.18 0.14 2.78
C 0.30 2.40 3.67
C 0.49 2.86 4.95
C 0.46 4.28 5.41
C -0.06 -0.58 5.73
C -0.74 -0.52 6.97
C -1.13 -1.69 7.62
C -0.83 -2.95 7.08
C -0.15 -3.01 5.87
C 0.16 -1.85 5.16
H 1.23 1.02 7.65
H 0.90 2.77 7.62
H 2.39 2.12 6.90
H 0.11 3.06 2.82
H 0.03 4.87 4.60
H 1.47 4.64 5.65
H -0.16 4.38 6.32
H -1.01 0.45 7.41
H -1.63 -1.60 8.59
H -1.13 -3.84 7.60
H 0.13 -3.98 5.43
H 0.60 -1.90 4.13
S 0.76 6.14 -4.17
C 0.36 4.74 -3.18
C -0.29 5.02 -1.98
C -0.66 3.94 -1.23
N -0.41 2.68 -1.60
C 0.06 2.46 -2.82
C 0.53 3.44 -3.65
C -0.64 6.08 -5.23
C -0.56 5.37 -6.41
C -1.69 5.39 -7.22
N -2.78 6.09 -6.95
C -2.82 6.74 -5.80
C -1.77 6.78 -4.89
H -0.44 6.06 -1.67
H -1.13 4.10 -0.24
H 0.01 1.42 -3.16
H 1.07 3.25 -4.58
H 0.32 4.77 -6.68
H -1.72 4.83 -8.16
H -3.78 7.23 -5.59
H -1.85 7.37 -3.95
C 3.99 -4.34 -5.75
C 3.38 -3.37 -4.79
C 2.17 -3.67 -4.15
C 1.55 -2.78 -3.28
C 0.18 -3.18 -2.81
C 2.18 -1.53 -2.92
C 1.75 -0.63 -1.92
O 0.77 -0.75 -1.11
C 3.37 -1.22 -3.66
C 4.04 0.10 -3.51
C 3.95 -2.11 -4.53
H 3.87 -5.38 -5.43
H 5.06 -4.13 -5.83
H 3.52 -4.27 -6.75
H 1.67 -4.61 -4.35
H 0.01 -4.21 -3.18
H -0.59 -2.53 -3.26
H 0.05 -3.18 -1.72
H 2.34 0.30 -1.92
H 3.43 0.99 -3.78
H 4.90 0.08 -4.21
H 4.43 0.26 -2.49
H 4.92 -1.83 -4.97
Te 0.84 -2.95 1.42
C -0.58 -4.25 2.29
C -0.35 -5.63 2.15
C -1.29 -6.53 2.63
C -2.52 -6.09 3.15
C -2.75 -4.73 3.24
C -1.76 -3.80 2.89
H 0.59 -5.95 1.70
H -1.07 -7.60 2.58
H -3.23 -6.81 3.54
H -3.73 -4.35 3.56
H -1.94 -2.73 3.04

These are the Löwdin partial charges, in e, on atoms 1 to 8:
1. Lu 1.08
2. N -0.01
3. C -0.24
4. C -0.29
5. N -0.04
6. H 0.06
7. H 0.02
8. H 0.10

Per-record energy above the lowest of the compared OMol25 structures with the same formula, charge and spin, eV: 5.3983, 0.6006, 0.0000, 3.7754, 7.0018, 0.0000